DFT (ωB97M-V with the def2-TZVPD basis set) results for C28H24Br2LiN6O3SSbTe as an isolated structure.

Net charge = -2
Highest occupied orbital energy = -0.149 eV
Strongest force on any atom = 0.011 hartree/bohr
Frontier orbital gap = 3.95 eV
DFT total energy = -209461.935 eV
Relative energy (zero: lowest compared OMol25 entry of this formula, charge and spin) = 64.2 kcal/mol

Last column: Löwdin charge in e.
Cartesian coordinates (Å):
Li -0.247 -1.530 -1.655  0.4911
N -2.751 -3.558 -2.143  0.0467
N -3.179 -3.046 -3.379  -0.0392
C -2.517 -2.009 -3.979  -0.4000
N -2.937 -1.700 -5.242  0.1598
N -1.562 -1.456 -3.276  0.1270
N -0.857 -0.354 -3.757  -0.4129
O -1.163 0.267 -4.772  0.0254
O 0.082 -0.078 -3.027  -0.1564
H -2.979 -2.866 -1.436  0.0616
H -1.731 -3.625 -2.122  0.0565
H -3.474 -3.771 -4.014  0.1253
H -3.930 -1.807 -5.380  0.1012
H -2.558 -0.815 -5.551  0.0738
Br 1.806 -5.501 0.406  0.7033
C 0.498 -4.325 1.121  -0.6206
C 0.160 -4.441 2.471  -0.2024
C -0.781 -3.620 3.027  -0.6398
Br -1.219 -3.845 4.873  0.6818
C -1.427 -2.625 2.258  -0.2028
C -2.423 -1.738 2.735  -0.0324
C -2.972 -0.817 1.886  -0.0492
C -2.518 -0.743 0.556  -0.1658
N -1.586 -1.554 0.088  0.0586
C -1.057 -2.503 0.904  -0.1660
C -0.078 -3.381 0.263  -0.4725
O 0.181 -3.252 -0.974  -0.1903
H 0.649 -5.194 3.075  0.0837
H -2.729 -1.790 3.772  0.0714
H -3.718 -0.113 2.228  0.1040
H -2.876 0.039 -0.110  0.0378
S -2.456 2.617 -1.163  -0.3311
Sb -0.287 1.628 -0.594  1.0864
C -0.465 1.908 1.580  -0.3459
C -1.706 2.232 2.118  -0.1891
C -1.880 2.407 3.484  -0.1231
C -0.809 2.269 4.350  -0.1340
C 0.441 1.966 3.830  -0.1133
C 0.605 1.791 2.463  -0.1398
C 1.993 0.271 -0.106  -0.2785
C 3.142 0.339 -0.987  -0.5060
C 4.327 -0.460 -0.769  -0.4989
C 4.296 -1.436 0.276  -0.1796
C 3.169 -1.586 1.013  -0.1038
C 2.053 -0.718 0.836  -0.1766
C 0.931 3.429 -0.820  -0.3532
C 2.204 3.565 -0.279  -0.1474
C 2.927 4.740 -0.426  -0.1204
C 2.384 5.811 -1.120  -0.1381
C 1.110 5.693 -1.654  -0.1202
C 0.392 4.517 -1.502  -0.1634
H -2.533 2.378 1.430  0.0045
H -2.860 2.660 3.873  0.0863
H -0.943 2.400 5.418  0.0814
H 1.293 1.860 4.493  0.0872
H 1.584 1.544 2.080  0.0666
H 3.260 1.236 -1.583  0.0572
H 5.289 -0.100 -1.114  0.0689
H 5.167 -2.059 0.441  0.0929
H 3.134 -2.346 1.786  0.0955
H 1.243 -0.816 1.554  0.0825
H 2.637 2.741 0.279  0.0733
H 3.918 4.819 0.009  0.0857
H 2.946 6.731 -1.235  0.0802
H 0.668 6.528 -2.188  0.0858
H -0.616 4.427 -1.892  0.0124
Te 3.339 -1.231 -2.726  0.7571

DFT (ωB97M-V with the def2-TZVPD basis set) results for C28H24Cl2N2O4ReS as an isolated structure.

Net charge = +2
2S+1 = 4
Highest occupied orbital energy (spin up / spin down) = -13.706 / -13.791 eV
Strongest force on any atom = 0.010 hartree/bohr
Frontier orbital gap (spin up / spin down) = 6.96 / 6.24 eV
DFT total energy = -78589.437 eV
Relative energy (zero: lowest compared OMol25 entry of this formula, charge and spin) = 9.2 kcal/mol

Last column: Mulliken spin population.
Cartesian coordinates (Å):
Re -0.081 1.780 -0.188  2.6522
C -1.162 5.124 -2.821  -0.0045
O -2.397 4.571 -3.263  -0.0043
C -3.039 3.610 -2.589  -0.0315
C -4.382 3.433 -2.961  0.0542
C -5.202 2.496 -2.364  -0.0230
C -4.708 1.693 -1.354  0.0654
C -3.364 1.806 -0.973  -0.0252
C -2.937 1.009 0.132  0.0418
N -1.729 0.964 0.619  -0.0974
N -1.557 0.253 1.799  0.0253
C -0.345 0.389 2.233  -0.0062
O 0.542 1.103 1.536  -0.0072
C 0.110 -0.217 3.481  -0.0164
C 1.365 0.100 3.999  0.0048
C 1.787 -0.483 5.181  0.0006
C 0.961 -1.381 5.845  -0.0027
C -0.293 -1.692 5.333  0.0013
C -0.724 -1.110 4.155  -0.0033
C -2.524 2.755 -1.610  0.0593
O -1.205 2.815 -1.276  0.1076
H -1.028 6.023 -3.418  0.0013
H -0.337 4.437 -3.011  0.0006
H -1.209 5.395 -1.765  -0.0003
H -4.757 4.080 -3.743  0.0010
H -6.231 2.407 -2.679  -0.0003
H -5.347 0.983 -0.848  0.0014
H -3.677 0.418 0.663  -0.0084
H 1.998 0.808 3.483  -0.0045
H 2.754 -0.229 5.592  0.0001
H 1.289 -1.830 6.773  -0.0001
H -0.937 -2.381 5.861  0.0000
H -1.700 -1.342 3.752  -0.0002
Cl 3.562 1.759 0.708  0.0015
C 3.388 3.216 -0.204  0.0093
Cl 1.676 3.411 -0.881  0.0126
H 4.006 3.217 -1.095  0.0020
H 3.513 4.097 0.416  0.0001
O 0.650 0.169 -1.003  0.1329
S 1.855 -0.822 -0.687  0.0450
C 1.245 -2.012 0.449  0.0151
C 0.054 -2.701 0.221  -0.0070
C -0.325 -3.668 1.131  -0.0002
C 0.494 -3.960 2.221  0.0049
C 1.681 -3.280 2.425  -0.0008
C 2.061 -2.280 1.541  0.0070
C 1.910 -1.723 -2.216  0.0009
C 2.925 -2.667 -2.308  -0.0002
C 3.030 -3.407 -3.472  0.0004
C 2.140 -3.192 -4.516  -0.0001
C 1.142 -2.236 -4.407  -0.0005
C 1.016 -1.484 -3.247  -0.0025
H -0.550 -2.487 -0.651  -0.0013
H -1.246 -4.215 0.985  0.0000
H 0.196 -4.734 2.915  0.0002
H 2.304 -3.511 3.277  0.0001
H 2.979 -1.728 1.692  -0.0012
H 3.617 -2.828 -1.491  0.0007
H 3.811 -4.149 -3.566  0.0000
H 2.231 -3.772 -5.424  0.0000
H 0.459 -2.069 -5.227  -0.0001
H 0.247 -0.732 -3.157  -0.0005

DFT (ωB97M-V with the def2-TZVPD basis set) results for C28H24Cl4CrN5O11SSb as an isolated structure.

Net charge = -1
2S+1 = 4
Highest occupied orbital energy (spin up / spin down) = -5.626 / -5.626 eV
Strongest force on any atom = 0.003 hartree/bohr
Frontier orbital gap (spin up / spin down) = 5.65 / 5.66 eV
DFT total energy = -155282.606 eV
Relative energy (zero: lowest compared OMol25 entry of this formula, charge and spin) = 0.0 kcal/mol

Last column: Mulliken spin population.
Cartesian coordinates (Å):
Cr 0.677 0.461 0.126  3.1257
Cl 5.931 2.598 3.589  0.0003
C 4.911 2.057 2.305  0.0031
C 5.322 2.172 0.985  0.0038
Cl 6.862 2.857 0.607  0.0003
C 4.480 1.746 -0.050  0.0016
Cl 4.936 1.909 -1.708  0.0003
C 3.237 1.206 0.236  0.0015
O 2.362 0.815 -0.691  -0.0023
C 2.824 1.075 1.582  -0.0024
O 1.613 0.557 1.778  -0.0111
C 3.657 1.509 2.601  0.0023
Cl 3.095 1.368 4.227  0.0003
C 1.848 4.179 -1.986  0.0000
C 1.822 4.398 -0.475  -0.0004
Sb 0.343 3.167 0.445  -0.0508
C 0.436 3.767 2.495  0.0007
C 1.352 4.954 2.767  -0.0027
C -1.449 4.130 -0.222  -0.0072
C -1.518 5.614 0.120  -0.0031
H 2.634 4.775 -2.453  0.0002
H 0.900 4.462 -2.449  -0.0003
H 2.043 3.132 -2.224  0.0001
H 1.626 5.439 -0.215  -0.0012
H 2.777 4.119 -0.026  0.0002
H 0.768 2.879 3.035  0.0000
H -0.590 3.971 2.812  -0.0004
H 2.381 4.737 2.476  0.0003
H 1.360 5.198 3.831  -0.0003
H 1.036 5.847 2.223  0.0002
H -2.279 3.582 0.230  -0.0005
H -1.508 3.961 -1.299  0.0001
H -1.475 5.775 1.199  0.0002
H -2.444 6.062 -0.243  -0.0009
H -0.690 6.166 -0.329  0.0001
O -1.295 0.205 0.714  -0.0094
C -1.636 0.239 -0.503  -0.0283
O -0.752 0.394 -1.392  -0.0186
C -3.071 0.132 -0.884  -0.0061
C -4.042 0.050 0.105  0.0004
C -5.367 -0.014 -0.279  -0.0008
C -5.763 -0.011 -1.602  0.0023
C -4.765 0.070 -2.553  -0.0007
C -3.426 0.144 -2.227  -0.0006
N -5.156 0.093 -3.980  0.0000
O -4.266 0.177 -4.799  -0.0001
O -6.340 0.027 -4.234  -0.0001
N -6.412 -0.069 0.766  0.0000
O -7.564 -0.148 0.395  -0.0001
O -6.047 -0.014 1.919  -0.0001
H -3.765 0.043 1.149  0.0023
H -6.804 -0.066 -1.878  0.0000
H -2.669 0.212 -2.995  0.0023
O -1.144 -7.795 2.305  0.0000
S -0.585 -8.788 1.412  0.0000
O 0.353 -9.707 2.024  0.0000
O -1.532 -9.389 0.489  0.0000
C 0.475 -7.825 0.280  -0.0006
N 1.239 -8.520 -0.570  0.0015
C 2.011 -7.822 -1.381  -0.0004
C 2.047 -6.432 -1.384  0.0016
C 1.203 -5.809 -0.483  -0.0003
N 0.424 -6.500 0.345  0.0012
C 1.107 -4.329 -0.353  0.0061
C 1.586 -3.458 -1.328  -0.0098
C 1.465 -2.097 -1.139  0.0260
N 0.895 -1.582 -0.046  -0.0428
C 0.436 -2.410 0.902  0.0331
C 0.519 -3.781 0.784  -0.0066
H 2.637 -8.389 -2.063  0.0000
H 2.710 -5.891 -2.043  0.0002
H 2.044 -3.824 -2.235  -0.0002
H 1.839 -1.384 -1.861  -0.0066
H -0.001 -1.940 1.773  -0.0020
H 0.131 -4.438 1.550  -0.0004

DFT (ωB97M-V with the def2-TZVPD basis set) results for C28H24Cl5InN5 as an isolated structure in a non-equilibrium geometry.

Net charge = +1
Highest occupied orbital energy = -11.826 eV
Strongest force on any atom = 0.030 hartree/bohr
Frontier orbital gap = 7.06 eV
DFT total energy = -104656.398 eV
Relative energy (zero: lowest compared OMol25 entry of this formula, charge and spin) = 5.6 kcal/mol

Last column: Löwdin charge in e.
Cartesian coordinates (Å):
In -0.265 -0.096 0.007  0.9048
C -1.204 2.558 2.965  -0.0138
C -1.592 1.217 3.508  -0.2007
C -2.661 1.074 4.378  -0.0181
C -2.954 -0.154 4.942  -0.0445
C -2.144 -1.245 4.682  -0.0436
C -1.058 -1.143 3.826  -0.2804
C -0.168 -2.321 3.561  -0.0442
C -0.813 0.092 3.216  -0.2527
N 0.204 0.182 2.249  0.0868
C 1.437 0.325 2.538  -0.2113
C 1.940 0.485 3.932  0.0290
C 2.410 0.333 1.416  -0.2081
C 3.849 0.564 1.722  0.0336
N 1.973 0.130 0.233  0.0819
C 2.841 0.077 -0.878  -0.2765
C 3.460 -1.136 -1.190  -0.2292
C 3.144 -2.357 -0.379  -0.0116
C 4.365 -1.159 -2.240  -0.0228
C 4.636 -0.011 -2.966  -0.0455
C 3.974 1.170 -2.673  -0.0201
C 3.062 1.234 -1.630  -0.2193
C 2.332 2.488 -1.270  -0.0130
H -2.004 3.278 3.118  0.0934
H -0.977 2.497 1.899  0.0488
H -0.311 2.920 3.482  0.0931
H -3.260 1.941 4.616  0.1226
H -3.810 -0.259 5.590  0.1155
H -2.355 -2.196 5.149  0.1222
H -0.694 -3.242 3.795  0.0892
H 0.724 -2.273 4.186  0.0885
H 0.154 -2.358 2.518  0.0639
H 1.116 0.425 4.641  0.1021
H 2.429 1.452 4.048  0.1084
H 2.674 -0.283 4.174  0.1077
H 3.975 1.482 2.292  0.1074
H 4.428 0.634 0.803  0.1031
H 4.247 -0.252 2.324  0.1112
H 2.063 -2.449 -0.223  0.0725
H 3.624 -2.300 0.599  0.0860
H 3.500 -3.252 -0.879  0.0924
H 4.872 -2.082 -2.477  0.1201
H 5.360 -0.038 -3.764  0.1138
H 4.177 2.060 -3.247  0.1203
H 2.553 3.282 -1.977  0.0930
H 2.614 2.826 -0.271  0.0892
H 1.253 2.306 -1.272  0.0530
Cl 0.250 -0.910 -2.775  0.8028
C -0.927 -1.996 -2.171  -0.7107
C -1.229 -1.850 -0.834  -0.3085
C -2.234 -2.578 -0.241  -0.7067
Cl -2.635 -2.170 1.366  0.8206
C -2.913 -3.549 -0.977  -0.6915
Cl -4.167 -4.471 -0.270  0.7352
C -2.586 -3.726 -2.327  -0.6842
Cl -3.435 -4.888 -3.247  0.7374
C -1.607 -2.932 -2.945  -0.6870
Cl -1.295 -3.073 -4.623  0.7345
N -1.089 1.667 -0.616  0.0350
C -2.045 2.368 -0.459  -0.3129
N -2.838 3.273 -0.294  0.1441
C -4.096 3.564 -0.222  -0.3471
N -5.194 3.873 -0.090  0.1409